Entry 1:
Computed, not measured: a molecular structure, C32H37F10MgN2OSSb, with the ωB97M-V functional and the def2-TZVPD basis.

Properties
- Total energy: -3263.5709 a.u.
- HOMO-LUMO gap: 7.326 eV
- Net charge: 0
- Energy relative to the best compared isomer or geometry (same formula, charge and spin): 0.7 kcal per mole
- HOMO: -7.54 eV
- Spin multiplicity: 1
- LUMO level: -0.2 eV
- F_max: 0.3 eV Å⁻¹

Geometry (Å):
Mg: 0.27861 -0.21444 -0.58230
F: -4.39025 4.45445 2.38644
C: -3.85063 3.35853 1.84722
C: -2.58724 3.40022 1.29137
F: -1.88985 4.54479 1.29086
C: -2.04216 2.25653 0.74063
F: -0.80405 2.36398 0.20608
C: -2.69996 1.03097 0.70414
S: -2.04683 -0.44186 0.02788
C: -3.97515 1.02979 1.27702
F: -4.68950 -0.09720 1.30360
C: -4.54469 2.15978 1.83568
F: -5.76508 2.10107 2.37254
C: 1.92794 2.73182 1.93809
C: 1.97347 1.93855 0.66761
O: 1.52690 0.78329 0.63988
N: 2.54004 2.50532 -0.40226
C: 2.70593 1.82319 -1.68318
C: 1.49459 1.96541 -2.57374
C: 1.53528 2.68077 -3.75751
C: 0.38731 2.76180 -4.53295
C: -0.76165 2.12781 -4.09808
C: -0.71821 1.42962 -2.90244
N: 0.38485 1.34968 -2.15743
H: 0.98198 2.52797 2.43455
H: 2.03910 3.80214 1.77723
H: 2.73212 2.38062 2.58750
H: 2.85477 3.45725 -0.31981
H: 2.90468 0.76728 -1.48784
H: 3.58391 2.23888 -2.17403
H: 2.45392 3.15991 -4.06882
H: 0.39518 3.31085 -5.46525
H: -1.67679 2.15911 -4.67141
H: -1.58424 0.89612 -2.52362
C: 3.98775 -1.82129 1.71806
C: 2.94564 -2.22225 2.76537
C: 3.46807 -3.39248 3.59247
C: 2.71767 -1.02039 3.68296
Sb: 1.07676 -2.58843 1.65862
C: 1.28575 -4.66762 0.96449
C: 2.64305 -4.82183 0.27749
C: 0.19499 -4.86467 -0.09117
C: 1.15465 -5.73390 2.04825
C: -0.44116 -2.70108 3.24824
C: -1.67799 -3.38032 2.65636
C: -0.01761 -3.42169 4.52327
C: -0.81957 -1.25306 3.58099
H: 4.93046 -1.56987 2.21927
H: 3.66058 -0.94701 1.15116
H: 4.19155 -2.61808 1.00300
H: 4.38049 -3.08641 4.11935
H: 3.72620 -4.25261 2.97512
H: 2.74873 -3.72058 4.34352
H: 3.68227 -0.67815 4.07758
H: 2.08547 -1.26893 4.53598
H: 2.25783 -0.18338 3.14980
H: 2.82742 -4.04158 -0.46313
H: 2.66781 -5.78487 -0.24575
H: 3.47195 -4.81742 0.98597
H: 0.31872 -4.17159 -0.92611
H: -0.80890 -4.72682 0.31260
H: 0.25811 -5.88444 -0.48875
H: 1.88908 -5.61060 2.84528
H: 1.31756 -6.72038 1.59708
H: 0.16316 -5.74675 2.49955
H: -1.51382 -4.43765 2.44824
H: -2.00944 -2.88839 1.73916
H: -2.50066 -3.31405 3.37786
H: 0.29690 -4.44914 4.34107
H: -0.86657 -3.45506 5.21689
H: 0.79479 -2.90357 5.03483
H: -1.14844 -0.71753 2.68782
H: 0.00424 -0.70080 4.03593
H: -1.65181 -1.25209 4.29486
F: 3.11881 -1.62686 -1.42571
C: 2.14305 -2.14399 -2.23729
C: 0.85207 -1.69038 -2.10340
C: -0.03764 -2.25451 -2.99355
F: -1.33557 -1.86236 -2.98873
C: 0.30411 -3.22124 -3.92523
F: -0.60187 -3.74039 -4.76356
C: 1.61744 -3.65391 -3.99301
F: 1.97670 -4.58194 -4.88501
C: 2.55947 -3.10542 -3.14038
F: 3.83589 -3.50921 -3.20663


Entry 2:
Computed, not measured: a molecular structure, C33H40N3O4Re, with the ωB97M-V functional and the def2-TZVPD basis.

Properties
- Total energy: -1824.6250 a.u.
- HOMO-LUMO gap (alpha / beta): 7.355 / 6.918 eV
- Net charge: +1
- Energy relative to the best compared isomer or geometry (same formula, charge and spin): 0.0 kcal per mole
- HOMO (alpha / beta): -11.67 / -11.49 eV
- Spin multiplicity: 4
- <S²>: 4.21
- LUMO level (alpha / beta): -4.3 / -4.6 eV
- F_max: 2.4 eV Å⁻¹

Geometry (Å):
Re: 0.25373 -0.16436 0.15937
C: -2.41915 -0.13071 1.91247
C: -3.09189 1.12694 1.29166
C: -4.00156 1.01570 0.10140
C: -2.12669 2.31663 1.10817
C: -2.22195 3.41705 1.93073
C: -1.41052 4.52038 1.73959
C: -0.49578 4.62333 0.74863
C: -0.33814 3.52428 -0.10372
C: 0.63779 3.68614 -1.25265
C: 0.09360 4.73791 -2.26423
C: 2.02438 3.99976 -0.69891
C: -1.17844 2.40840 0.09368
N: -0.88867 1.25376 -0.67050
C: -1.45281 0.97995 -1.84793
C: -1.04382 -0.17602 -2.42196
N: -0.23325 -0.95794 -1.63716
C: 0.13429 -2.25518 -2.06769
C: -0.71721 -3.36190 -1.77931
C: -0.32701 -4.58555 -2.32363
C: 0.83571 -4.71029 -3.11650
C: 1.63980 -3.60105 -3.34234
C: 1.30786 -2.33433 -2.83566
C: 2.13335 -1.06376 -3.14422
C: 1.97590 -0.88444 -4.65780
C: 3.56840 -1.02609 -2.72114
C: -1.91299 -3.38006 -0.86577
C: -1.47211 -3.86436 0.49797
C: -2.86621 -2.17156 -0.82083
H: -3.15032 -0.83783 2.22603
H: -1.73599 0.14887 2.70210
H: -1.76004 -0.69188 1.17905
H: -3.78997 1.42907 2.09819
H: -3.55587 0.71717 -0.83846
H: -4.50347 2.00768 -0.02126
H: -4.84517 0.38152 0.23407
H: -2.92248 3.37488 2.69574
H: -1.52480 5.37691 2.35149
H: 0.18609 5.44677 0.67794
H: 0.73384 2.73672 -1.79620
H: -0.01717 5.72067 -1.83051
H: -0.92523 4.45469 -2.57526
H: 0.65971 4.79550 -3.19499
H: 2.15359 4.69790 0.09993
H: 2.72775 4.38878 -1.43720
H: 2.50792 3.08685 -0.31027
H: -2.18959 1.65851 -2.22037
H: -1.36743 -0.49991 -3.36890
H: -0.96907 -5.44434 -2.14860
H: 1.14677 -5.59852 -3.62739
H: 2.55143 -3.67751 -3.97459
H: 1.64967 -0.17757 -2.65880
H: 2.49478 -1.64868 -5.12160
H: 2.41964 0.05444 -5.03643
H: 0.94392 -0.93313 -5.01034
H: 4.20838 -1.77108 -3.21670
H: 3.70864 -1.16240 -1.67818
H: 4.02583 -0.05213 -3.00507
H: -2.55829 -4.14554 -1.29477
H: -0.71022 -3.23595 0.93679
H: -1.01453 -4.89611 0.54216
H: -2.31705 -3.90409 1.20432
H: -2.37814 -1.24112 -0.57324
H: -3.65360 -2.46489 -0.13628
H: -3.28933 -2.08383 -1.82845
O: 1.37553 -1.80061 0.87750
C: 1.76403 -1.99036 2.07398
C: 1.82718 -0.99487 3.15196
C: 2.20023 -1.47458 4.45244
C: 2.19672 -0.61723 5.51815
C: 1.91895 0.78047 5.30714
C: 1.56870 1.20586 4.08340
C: 1.38710 0.37302 2.97447
O: 0.91717 0.83068 1.86938
N: 2.45213 -1.03908 6.92277
O: 2.77583 -2.20570 7.01413
O: 2.47129 -0.18791 7.81374
H: 2.05323 -3.05298 2.34087
H: 2.34987 -2.51841 4.53804
H: 2.03702 1.48180 6.11397
H: 1.35826 2.25687 3.89236


Entry 3:
Computed, not measured: a single ClH2OPS molecule, with the ωB97M-V functional and the def2-TZVPD basis.

Properties
- Total energy: -1276.2026 a.u.
- HOMO-LUMO gap: 9.397 eV
- Net charge: 0
- Energy relative to the best compared isomer or geometry (same formula, charge and spin): 17.2 kcal per mole
- HOMO: -9.33 eV
- Spin multiplicity: 1
- SMILES: OP(S)Cl
- LUMO level: 0.1 eV
- F_max: 2.5 eV Å⁻¹

Geometry (Å):
O: -0.37750 1.41496 -0.64802
P: -0.78742 -0.12345 -0.25681
S: 1.33993 -1.14558 -0.16327
Cl: -0.97420 0.19020 1.71309
H: 0.18070 1.41253 -1.49053
H: 0.61850 -1.74866 0.84554